No. 1
Density functional theory data (the ωB97M-V functional and the def2-TZVPD basis) for C21H36MnN3S4SbSi4Te as an isolated structure at a distorted geometry.

Values from the calculation:
- Molecular weight: 875.45 g mol⁻¹
- Electronic energy: -146836.465 eV
- <S²>: 0.929
- Multiplicity: 2
- Highest occupied orbital energy (alpha / beta): -0.2965 / -0.2960 hartree
- ΔE to the lowest compared entry with this formula, charge and spin: 0.0 kJ/mol

Structure (XYZ):
```
71
Properties=species:S:1:pos:R:3:mulliken_charge:R:1
Te -0.61515 0.05655 2.33752 0.2175
Sb -5.36077 1.94711 2.26794 0.8111
Mn -2.52531 1.51125 1.81573 -0.1848
S -3.18365 3.45054 2.41757 -0.4028
S -6.71221 2.55507 3.91870 -0.5315
S -5.87791 1.78303 0.09620 -0.5532
S -3.84167 0.01924 2.77622 -0.3115
Si 1.90802 -0.40648 2.37102 -0.0510
Si 2.06033 -1.94958 4.14943 0.2203
Si 3.44999 1.31923 2.72429 0.5444
Si 2.33324 -1.58577 0.38573 0.3273
N -3.56929 -0.32626 -4.88463 -0.6339
N -2.52002 1.19680 -0.18472 0.7726
N -3.55360 1.88705 -5.16450 0.0174
C 0.63562 -3.17093 4.16179 -1.0373
C -3.83773 -0.03369 -6.20602 0.5789
C -3.09321 0.98590 -2.88296 1.1136
C -3.14793 -0.12986 -2.05116 -0.6784
C 1.77800 -0.54469 -1.08039 -0.7940
C 4.17892 -1.93180 0.26093 -1.0282
C -2.87672 0.01690 -0.71243 -0.7198
C -4.08282 -0.89145 -7.27934 -0.7397
C -3.83695 1.35580 -6.40253 0.7235
C -4.07533 1.93611 -7.64447 -1.0379
C 3.68634 -2.88508 3.98467 -1.0442
C 2.04835 -0.95815 5.74795 -1.0403
C 5.09237 0.58346 3.27031 -1.0593
C 1.33800 -3.18538 0.38829 -1.0724
C -2.73468 2.20709 -2.32238 -0.5683
C 3.69481 2.28356 1.12675 -1.1308
C 2.81823 2.49638 4.04624 -1.1068
C -4.31403 1.07046 -8.69208 -0.3961
C -3.41052 0.82998 -4.30223 -0.1495
C -2.45495 2.27300 -0.97544 -0.8461
C -4.31791 -0.32351 -8.51290 -0.4923
H -4.07662 3.00863 -7.78721 0.3789
H 1.23721 -0.22642 5.74790 0.3144
H 3.64585 -3.61140 3.17036 0.2770
H 4.22074 3.21908 1.33167 0.4040
H -0.32781 -2.67468 4.03604 0.3314
H 1.91278 -1.60544 6.61731 0.3987
H -3.52469 2.86239 -4.92907 0.1782
H 4.56583 -2.46254 1.13215 0.2888
H 2.95218 2.08461 5.04810 0.2929
H 1.75406 2.70624 3.92042 0.3398
H 5.03380 0.16555 4.27658 0.2763
H 0.39223 -3.06224 0.92061 0.2970
H 1.87951 -4.00426 0.86666 0.3001
H -2.17721 3.20504 -0.50422 0.5180
H 2.98527 -0.41140 5.87848 0.2462
H -2.96131 -0.80891 -0.02118 0.5964
H 0.76899 -0.15833 -0.91203 0.0446
H -4.08919 -1.96297 -7.13352 0.4356
H 4.36946 -2.55065 -0.62001 0.4068
H -3.42343 -1.09199 -2.45621 0.5358
H -4.50358 1.47394 -9.67789 0.3810
H -2.66949 3.11442 -2.90593 0.3318
H 5.82999 1.39071 3.28651 0.4063
H -4.51397 -0.95931 -9.36588 0.3825
H 2.43590 0.31221 -1.23949 0.2870
H 1.75889 -1.13706 -1.99815 0.3810
H 1.10510 -3.48580 -0.63570 0.4091
H 5.46073 -0.19173 2.59668 0.3015
H 4.74607 -1.00597 0.14495 0.2546
H 3.87389 -3.43515 4.91073 0.4061
H 4.53754 -2.22571 3.81159 0.2903
H 3.35514 3.44631 3.99304 0.3741
H 0.61501 -3.69791 5.11905 0.3519
H 4.27837 1.72066 0.39504 0.2842
H 0.73600 -3.91398 3.36851 0.2720
H 2.73695 2.53219 0.66498 0.3093
```

---

No. 2
Density functional theory data (the ωB97M-V functional and the def2-TZVPD basis) for C21H36N2O5 as an isolated structure.

Values from the calculation:
- Molecular weight: 396.53 g mol⁻¹
- Electronic energy: -35578.579 eV
- Multiplicity: 1
- Highest occupied orbital energy: -0.3401 hartree
- ΔE to the lowest compared entry with this formula, charge and spin: 27.9 kJ/mol

Structure (XYZ):
```
64
Properties=species:S:1:pos:R:3:mulliken_charge:R:1
O -1.57964 2.79093 -1.35487 -0.6940
O 1.97447 -4.10110 -1.09457 -0.4689
O 2.94431 2.50386 3.73375 -0.6844
O -1.26317 0.36850 -2.76253 -0.4752
O 3.01091 0.54042 0.78685 -0.4384
N 1.33930 2.24044 2.14514 0.0829
N -1.21138 1.66879 0.56730 0.2011
C -1.62996 1.06269 2.70810 -0.5727
C 1.09950 -3.89012 -0.00337 -0.2282
C -0.56863 0.61941 -1.56657 2.1842
C 3.59453 1.45917 1.68301 -0.6348
C 0.84858 1.00923 -1.95510 -1.6879
C -1.91657 2.62324 1.44152 -0.6482
C 0.33803 2.98642 2.88278 -1.3686
C -2.45707 -0.42650 -2.69847 1.8392
C -1.19373 1.78597 -0.78682 -0.3139
C 2.76552 -0.71847 1.39718 -1.3904
C -2.98716 -0.38702 -4.12372 -1.9716
C -1.10470 2.53170 2.75160 -0.0305
C 2.28494 -2.88564 -1.75598 -0.2421
C 1.70990 -2.96450 1.03889 -0.9629
C -3.48061 0.17324 -1.73877 -1.4160
C 2.59644 2.11002 2.63577 0.6437
C -2.93396 1.68385 2.13045 -0.6570
C -2.12097 -1.86210 -2.30091 -1.4291
C 2.10127 -1.63635 0.39491 2.7142
C 2.97784 -1.90297 -0.82643 -0.7720
C -1.02725 0.48185 1.42028 0.2107
H -3.90081 -0.97634 -4.20964 0.4015
H 0.88558 -4.87283 0.41508 0.4022
H -3.54787 1.05956 1.48163 0.2857
H 2.59639 -3.44429 1.46543 0.3821
H -2.24226 -0.78941 -4.81050 0.4189
H 1.18455 -1.14311 0.04823 -1.6156
H 3.93344 -2.32819 -0.50238 0.3704
H 0.63690 2.92968 3.92911 0.6099
H -3.00667 -2.49171 -2.39860 0.5158
H -1.62416 0.41485 3.58052 0.5120
H 0.01613 0.18647 1.51417 -0.6318
H 2.91895 -3.15049 -2.60089 0.4133
H 3.71687 -1.15080 1.73655 0.5969
H 1.46916 1.18780 -1.07533 0.1910
H 4.05062 2.24979 1.08423 0.3741
H 0.99528 -2.80736 1.85288 0.3540
H 2.12752 -0.59056 2.28314 0.4245
H 0.15445 -3.46156 -0.36997 -0.0142
H 0.37908 4.04737 2.60930 0.2381
H 1.35939 -2.43711 -2.14988 -0.0071
H -3.20044 0.64256 -4.41039 0.4373
H 4.37436 0.99556 2.29293 0.3755
H 3.19017 -0.97221 -1.35546 0.3277
H -1.33956 -2.26108 -2.94967 0.2711
H -3.53674 2.18509 2.88365 0.3814
H -1.78637 -1.93356 -1.26384 0.1568
H 1.30014 0.20609 -2.53756 0.3648
H -1.66182 3.06233 3.52626 0.4999
H -3.64973 1.22440 -1.97177 0.3586
H -3.15015 0.09468 -0.70000 0.1453
H -0.54802 -0.27740 -0.93866 -0.5843
H -2.16935 3.54665 0.93489 0.5563
H -1.60993 -0.37502 1.06849 0.6984
H 0.81008 1.91250 -2.56304 0.4213
H 1.18886 2.01959 1.17399 0.0561
H -4.42481 -0.36688 -1.82232 0.5229
```

---

No. 3
Density functional theory data (the ωB97M-V functional and the def2-TZVPD basis) for C21H36N4SiTeTi as an isolated structure.

Values from the calculation:
- Molecular weight: 548.10 g mol⁻¹
- Electronic energy: -66611.402 eV
- <S²>: 2.005
- Multiplicity: 3
- Highest occupied orbital energy (alpha / beta): -0.2309 / -0.2506 hartree
- ΔE to the lowest compared entry with this formula, charge and spin: 22.3 kJ/mol

Structure (XYZ):
```
64
Properties=species:S:1:pos:R:3:mulliken_charge:R:1
Te 1.02254 2.40614 -0.35582 -0.2396
Ti -0.94924 0.42839 -0.27292 0.2945
Si -1.75249 -2.67413 -0.60596 0.4876
N -1.60411 -0.16385 1.75231 0.4065
N -2.46478 -1.20014 -0.10615 0.3238
N -1.50331 0.49241 -2.51817 -0.1934
N -2.54442 2.09046 -0.05459 -0.3105
C 6.63035 -0.72665 0.28981 -1.4362
C -3.57474 -1.10678 3.40744 -0.3473
C -2.56878 -0.96618 1.23498 -0.1229
C -3.59535 -1.44169 2.07121 -0.9250
C 5.32156 0.00044 0.12641 0.5656
C -0.48935 1.09016 3.50947 -0.9480
C 3.42159 2.75282 1.90899 -1.4637
C 2.39040 0.02182 -2.26814 -1.1579
C 3.24804 0.38317 -1.08335 1.1571
C -1.84891 1.77292 -3.15912 -0.6948
C 4.94757 0.99678 1.01784 -0.9327
C -2.69792 3.09925 -1.11738 -0.6610
C 3.74868 1.69189 0.89170 1.1547
C 2.87882 1.37709 -0.16420 -0.1849
C -2.56590 -0.28805 3.91314 -0.7759
C -1.87186 -2.81657 -2.48198 -1.2303
C -1.59565 0.18501 3.04753 0.3643
C -3.01001 2.47543 -2.46954 -0.7123
C 4.45969 -0.28679 -0.92082 -1.2284
C 0.09021 -2.67777 -0.14074 -0.6781
C -2.56755 -4.17738 0.17306 -1.2236
H 0.69285 -3.21685 -0.87667 0.3587
H -3.34232 3.27852 -3.13135 0.3806
H 2.59688 2.43404 2.55124 0.1463
H -2.32115 -0.10890 -2.43040 0.2194
H -2.49355 -4.14212 1.26331 0.3489
H 0.53318 -1.67413 -0.05301 -0.0106
H 6.71579 -1.54891 -0.42099 0.3433
H 0.25117 -3.15802 0.82815 0.3454
H -3.86200 1.79044 -2.37805 0.3076
H -1.08125 -2.25802 -2.99106 0.2895
H 1.39663 -0.30582 -1.95289 -0.0313
H 6.72969 -1.13772 1.29630 0.3402
H -3.48896 3.81302 -0.86867 0.3769
H -2.11236 1.61916 -4.20883 0.4078
H 2.24030 0.88702 -2.91795 0.3663
H 4.73351 -1.05541 -1.63690 0.2127
H 7.47599 -0.05455 0.12724 0.3152
H 5.61102 1.24632 1.84101 0.3182
H -4.37143 -2.06283 1.64574 0.5326
H -0.83914 -0.00522 -3.10127 0.1703
H -2.84002 -2.47085 -2.85483 0.3430
H -3.43616 1.63890 0.13406 0.2510
H -0.96232 2.40782 -3.12658 0.3387
H -2.08398 -5.10046 -0.16115 0.3537
H -0.89375 1.98383 3.98872 0.3340
H 0.13990 0.58333 4.24347 0.3634
H 0.12768 1.39518 2.66593 -0.1823
H 4.28710 2.96186 2.53938 0.3919
H -2.27309 2.55703 0.80612 0.2428
H -1.76245 3.65852 -1.17975 0.2686
H 3.10329 3.67865 1.43021 0.3427
H -1.76226 -3.86275 -2.78240 0.3998
H -3.62624 -4.23677 -0.09386 0.3035
H -4.35039 -1.47636 4.06789 0.4100
H -2.53649 -0.01569 4.95949 0.4530
H 2.84924 -0.78042 -2.84661 0.3605
```